# C54H138O35P8S3

A cluster of 11 separate species, C54H138O35P8S3 in total in a non-equilibrium geometry (wB97M-V/def2-TZVPD, OMol25).

Last column: Löwdin charge in e.
Cartesian coordinates (Å):
S  0.88251  0.38901  -0.60302  0.8311
S  -5.02851  1.52364  -2.35284  0.8277
S  4.65119  3.51163  -1.08931  0.8533
P  0.91365  5.11393  5.72273  0.3617
P  4.93114  -2.86458  0.06869  0.4770
P  -2.76089  1.10884  3.06742  0.4594
P  -3.23959  6.51117  -0.64019  0.4217
P  0.79232  -6.40685  4.12011  0.3763
P  1.66428  -7.45144  -1.49135  0.3875
P  -1.38225  -2.59337  -4.22021  0.3881
P  -1.35184  2.41052  -5.97592  0.3691
O  -3.97711  6.09083  0.74091  -0.1901
O  1.39427  3.75747  5.85157  -0.2100
O  -1.99610  1.33589  -5.16908  -0.2392
O  -0.03907  5.55266  6.91812  -0.1864
O  0.14366  5.36657  4.29842  -0.2116
O  1.91917  -7.36827  4.36746  -0.2464
O  5.07038  -1.28581  -0.07782  -0.1701
O  -2.50125  -1.82479  -5.00455  -0.1781
O  2.14514  -7.00876  -2.79597  -0.2181
O  -4.41463  6.65241  -1.70579  -0.1837
O  -1.04854  3.68058  -5.17383  -0.1665
O  2.00779  6.24341  5.64388  -0.2072
O  -2.59342  5.14330  -1.13915  -0.1829
O  5.52053  -3.53428  -1.23362  -0.1654
O  -1.62079  -2.64350  -2.74125  -0.2500
O  0.92955  -8.83225  -1.42042  -0.1549
O  -5.28037  2.61855  -3.34069  -0.5668
O  -2.19011  3.00032  -7.16881  -0.1849
O  -1.32734  -3.94258  -5.01809  -0.1804
O  3.59763  -3.34996  0.48617  -0.2289
O  -4.16383  0.77670  2.37990  -0.1695
O  -2.40326  7.69869  -0.51580  -0.2121
O  2.86369  -7.61694  -0.41752  -0.1759
O  -0.59148  -6.93653  3.62072  -0.1659
O  6.23537  -3.28849  1.02869  -0.2049
O  0.97333  -5.26650  3.09516  -0.1966
O  0.01590  -1.99403  -4.70558  -0.1907
O  0.60256  -6.50691  -0.80738  -0.1716
O  -2.08278  -0.27833  3.50187  -0.1769
O  -1.86303  1.83488  2.14116  -0.2353
O  0.39637  1.31121  -1.67515  -0.5512
O  0.36167  -5.74265  5.52022  -0.2030
O  -0.01615  1.83958  -6.63191  -0.1673
O  3.64970  3.41978  0.02164  -0.5680
O  -3.11435  1.82281  4.48291  -0.1980
C  -3.78860  -1.00105  -6.78979  -0.0642
C  0.98617  -2.90607  3.48370  -0.0363
C  -0.65355  6.82946  6.95900  -0.2908
C  -4.76431  1.82742  1.60902  -0.2631
C  3.00446  -9.26754  1.37094  -0.0522
C  -1.16003  -7.98342  4.35840  -0.2815
C  -3.97522  6.94501  1.87716  -0.2697
C  0.87716  1.56815  -8.79984  -0.0731
C  1.28519  -5.48360  6.63874  -0.2216
C  0.92174  -5.30815  -0.11867  -0.2573
C  0.77284  4.27654  -3.78685  -0.0660
C  -5.96921  6.09965  -3.41338  -0.0655
C  2.46395  -7.90286  0.91916  -0.2986
C  7.06366  -3.69547  3.16760  -0.0433
C  4.04254  4.75106  -2.22627  -0.2610
C  -0.30485  5.42534  -0.27172  -0.0646
C  -0.43582  -5.06052  -4.75458  -0.2274
C  0.28412  -0.62917  -4.15219  -0.2302
C  4.57052  -4.13968  -2.15941  -0.2529
C  -3.30827  1.70037  -1.87936  -0.2579
C  -3.47649  -2.21846  3.86214  -0.0796
C  -0.95334  7.12752  8.43318  -0.0625
C  -4.76810  0.04861  -3.40326  -0.2411
C  0.62978  -4.08613  -0.97002  -0.0513
C  -3.53987  3.52747  -6.90964  -0.1986
C  -2.80034  3.16310  6.34975  -0.0535
C  0.98283  -4.95985  -5.23535  -0.0569
C  2.08430  4.94627  2.67056  -0.0667
C  0.68225  4.55970  3.12005  -0.1967
C  4.26605  2.19206  -2.19902  -0.2732
C  -1.12506  -9.22527  3.50609  -0.0713
C  -0.62810  3.68628  -3.76236  -0.1875
C  2.93797  6.42452  6.74315  -0.2571
C  4.19199  6.92942  6.09578  -0.0723
C  1.15488  1.40197  0.86743  -0.2493
C  5.44037  -4.95241  -3.05733  -0.0783
C  -4.54805  2.65111  -7.65237  -0.0678
C  3.97452  -0.43492  0.40288  -0.2549
C  1.57024  -0.09781  -4.69897  -0.0620
C  6.18515  -2.69775  2.30236  -0.2920
C  0.52071  -9.60479  -2.51291  -0.2952
C  -1.50276  4.51629  -0.43213  -0.2600
C  0.70522  2.46840  -7.65713  -0.3200
C  1.81819  -4.13638  3.13077  -0.2244
C  4.49424  0.44344  1.51486  -0.0478
C  -4.95366  3.09815  2.35917  -0.0793
C  -2.17699  2.68887  5.08840  -0.2780
C  1.30847  -3.98392  7.02547  -0.0527
C  -2.58748  -1.21194  4.46132  -0.2799
C  -0.58000  -0.47046  0.13846  -0.2038
C  -5.34068  5.65641  -2.12647  -0.2511
C  -2.39987  -1.56725  -6.39848  -0.2489
C  -0.82038  -9.19784  -3.00994  -0.0737
C  -2.60182  7.02926  2.52196  -0.0631
H  -4.68260  -0.87147  -2.81739  0.0571
H  -1.32165  4.34293  -3.18836  0.1212
H  -1.21530  3.61001  -0.93070  0.0895
H  -3.96480  3.55501  2.56098  0.0706
H  0.92676  -6.06605  7.51102  0.1178
H  0.76727  5.31841  -4.08297  0.0895
H  1.40064  3.71683  -4.48207  0.0790
H  -5.78762  1.45861  1.38538  0.1338
H  2.27081  -4.17401  2.17692  0.0728
H  -1.79581  4.24860  0.56377  0.0925
H  -1.98133  7.64460  1.88162  0.0625
H  -4.37065  7.93177  1.65252  0.1206
H  0.35921  -10.61681  -2.10471  0.1291
H  -0.45409  -5.21596  -3.66908  0.1026
H  -0.58627  -8.11235  5.28186  0.1184
H  2.37696  -10.02738  0.88485  0.0726
H  1.63785  -2.01866  3.53918  0.0905
H  5.49200  0.65841  1.23426  0.0766
H  1.96669  -5.23961  0.16403  0.0819
H  -4.50187  2.64880  -8.76288  0.0839
H  -3.87295  3.35086  6.27292  0.0853
H  -1.71705  6.38221  8.75090  0.0865
H  2.04195  -3.80558  7.78200  0.0640
H  4.06867  5.69165  -1.62800  0.0683
H  -0.64541  2.60436  -3.43180  0.0996
H  1.38392  -7.82986  1.06546  0.1108
H  -1.06309  -0.94537  -0.72963  0.0380
H  1.38087  2.08454  -9.59990  0.0764
H  -1.56131  6.78561  6.33392  0.1154
H  1.40951  0.76427  1.70707  0.0621
H  -3.76566  0.18226  -3.88339  0.0345
H  6.11428  -4.31596  -3.66019  0.0863
H  4.44173  0.00563  2.46975  0.0662
H  -5.93955  5.50814  -1.24862  0.1196
H  -2.96387  0.77801  -1.40594  0.0636
H  -4.53879  -1.70205  -6.45209  0.0739
H  -4.68873  6.49443  2.52682  0.0995
H  0.70313  5.04216  0.02767  0.0891
H  1.61481  0.91946  -4.40539  0.0497
H  -0.73489  -8.16578  -3.33420  0.0667
H  -1.64410  -0.75458  -6.59339  0.1166
H  0.38471  -0.78623  -3.05712  0.0807
H  4.04560  -9.22820  0.95400  0.0955
H  -4.44795  1.60916  -7.28447  0.0539
H  1.92491  2.17639  0.69819  0.0242
H  -0.06302  7.07510  9.05637  0.0729
H  4.83795  -5.64445  -3.64791  0.0766
H  1.32650  -4.00161  -4.93101  0.0508
H  -1.53749  -9.13472  -2.18834  0.0892
H  -3.46713  4.48165  -7.43099  0.1204
H  -1.29660  2.10929  5.25871  0.1142
H  1.59299  -0.22049  -5.77961  0.0762
H  2.54426  -4.37540  3.89833  0.1173
H  -3.86108  -2.92072  4.56890  0.0714
H  -2.40881  4.13935  6.63298  0.0678
H  0.35107  -3.59144  7.38346  0.0830
H  -3.01196  -2.83154  3.08796  0.0873
H  -5.61051  2.91159  -7.52897  0.0807
H  1.13634  -3.21577  -0.57112  0.0590
H  3.96901  1.36696  1.46282  0.0410
H  0.38973  -5.40405  0.86958  0.1279
H  4.05142  -3.37677  -2.74096  0.1216
H  0.25519  1.96335  1.11392  0.0277
H  -1.06839  -9.90563  -3.78865  0.0842
H  -4.70809  4.79320  -2.34271  0.0839
H  1.03470  -4.88636  -6.29258  0.0677
H  4.75681  2.39693  -3.16587  0.0689
H  -5.44354  2.88666  3.31231  0.0908
H  -1.38017  8.14318  8.49620  0.0819
H  -1.68426  -10.05135  3.93768  0.0739
H  -5.39175  6.53821  -4.21215  0.0768
H  0.26258  -2.78884  2.68987  0.0647
H  3.00247  4.65454  -2.52333  0.0238
H  -1.04217  -5.88830  -5.16679  0.1237
H  -0.27463  -1.30881  0.84795  0.0664
H  -4.17501  1.91339  0.69606  0.0893
H  0.57556  3.49803  3.35746  0.1018
H  -6.83147  6.78288  -3.25083  0.0842
H  -2.21176  5.98814  2.57780  0.0779
H  2.19057  -5.98153  6.31870  0.0975
H  -2.70617  1.89386  -2.78135  0.0413
H  2.48726  7.12961  7.46227  0.1204
H  6.11090  -5.60712  -2.46955  0.0912
H  2.43738  -0.61561  -4.29954  0.0771
H  4.75907  4.81441  -3.02983  0.0507
H  2.19869  5.96082  2.43765  0.0632
H  -1.09673  0.23630  0.74385  -0.0062
H  3.81438  -4.77092  -1.72385  0.0929
H  -0.09156  -9.57019  3.35597  0.0758
H  1.18006  -9.59243  -3.36178  0.1166
H  -0.42988  -3.92824  -1.20204  0.0641
H  -6.44943  5.28298  -3.93179  0.0643
H  -3.78720  3.53011  -5.85389  0.1099
H  8.14340  -3.39697  2.99065  0.0938
H  1.60957  2.92499  -7.26682  0.1217
H  2.38999  4.39710  1.71678  0.0719
H  -0.58951  0.04282  -4.31131  0.0928
H  -2.60064  7.47450  3.50581  0.0699
H  -2.18660  -7.66683  4.50832  0.1239
H  5.12915  -2.68658  2.59510  0.0995
H  0.19394  3.36857  -8.00104  0.1162
H  6.87048  -3.48560  4.19860  0.0545
H  -3.25419  2.66095  -1.36298  0.0272
H  6.61206  -1.67046  2.28471  0.1198
H  -0.10499  1.16797  -9.14859  0.1047
H  3.68926  0.16122  -0.49204  0.0757
H  -1.85569  3.52833  4.42063  0.1193
H  3.16841  2.01088  -2.21697  0.0640
H  6.86751  -4.67596  2.80812  0.0615
H  -1.69347  -1.65583  4.96053  0.1217
H  -5.48950  3.86383  1.80429  0.0807
H  1.09285  -4.16528  -1.94051  0.0650
H  1.61553  -5.74614  -4.84802  0.0614
H  4.58881  6.13595  5.46591  0.0805
H  -2.76657  2.45404  7.13670  0.0702
H  -4.38610  -1.73021  3.46299  0.0876
H  4.97733  7.20326  6.78976  0.0761
H  -2.14143  -2.41877  -6.99936  0.1079
H  3.01523  -7.14649  1.46083  0.1138
H  -3.93477  -0.89137  -7.88736  0.0898
H  3.86598  7.78176  5.46750  0.0941
H  -0.03866  7.61897  6.46631  0.1257
H  -0.61802  6.24526  0.38402  0.0627
H  3.10364  5.44810  7.24377  0.1272
H  1.53948  0.72929  -8.55486  0.0820
H  3.14635  -1.03362  0.70260  0.0748
H  0.47309  -2.96204  4.43624  0.0504
H  1.18068  4.13379  -2.80409  0.0415
H  -3.89053  -0.05466  -6.27750  0.0255
H  0.01924  4.76005  2.25746  0.0852
H  4.71209  1.26466  -1.80158  0.0400
H  3.00008  -9.43317  2.44162  0.0644
H  1.66123  -3.55787  6.06359  0.0585
H  -5.60089  -0.02648  -4.09321  0.0493
H  -0.18136  5.78993  -1.28056  0.0697
H  -3.12359  -0.64124  5.26474  0.1291
H  2.81172  4.73866  3.40636  0.0519
H  -1.45542  -9.11129  2.45619  0.0879

The HOMO energy is -8.5439 eV. The spin multiplicity is 1.